Entry 1:
Entry from the Open Molecules 2025 dataset: 2 unconnected molecules or ions with the total composition C4H11PS in a non-equilibrium geometry (wB97M-V/def2-TZVPD).

Structure (XYZ):
```
17
Properties=species:S:1:pos:R:3:forces:R:3
C -0.78297 1.30541 0.51141 -0.14 -1.85 -0.77
C -1.44846 0.15789 0.34168 1.53 0.08 -0.53
C -0.67429 -1.02620 -0.28656 -3.48 0.33 3.21
C -2.81099 -0.13483 0.72366 -2.08 -1.28 1.48
H -0.88408 2.27426 0.88607 -1.47 1.09 0.90
H 0.16217 1.21974 0.09826 2.13 0.06 -0.67
H 0.29249 -0.79413 -0.31348 4.05 0.77 -0.19
H -0.82722 -1.87354 0.38609 0.20 -0.12 0.07
H -0.99022 -1.35788 -1.20476 -1.09 -0.41 -2.39
H -2.92250 -0.70483 1.72205 0.51 0.24 -1.64
H -3.34125 -0.69569 -0.08995 0.29 0.41 0.85
H -3.35134 0.75548 0.97860 -0.45 0.68 -0.30
P 3.39005 0.41433 -1.61759 -0.93 -0.84 -0.86
S 4.02682 -0.12954 0.23719 1.41 -0.44 2.04
H 2.45068 -0.66582 -1.47073 0.34 0.07 -0.95
H 2.35778 1.14088 -1.06786 -0.52 1.16 -0.04
H 5.35333 0.11446 0.16592 -0.30 0.06 -0.18
```
Positions in Å, forces in eV/Å.

HOMO-LUMO gap	0.367	hartree
strongest force on any atom	4.75	eV/A
LUMO	0.73	eV
2S+1	1
net charge	0
SMILES	C=C(C)C.PS

***

Entry 2:
Entry from the Open Molecules 2025 dataset: a single C10H8N2 molecule (wB97M-V/def2-TZVPD).

Structure (XYZ):
```
20
Properties=species:S:1:pos:R:3:forces:R:3
C 2.42018 1.23722 0.94892 -0.19 0.03 0.02
C 1.65008 0.16069 0.17305 -0.21 0.52 -0.06
C 2.59886 -0.74414 -0.45354 0.00 -0.17 0.00
N 3.33714 -1.44865 -0.96550 0.54 -0.42 -0.34
C 0.75629 0.69004 -0.92077 -0.61 -0.21 0.23
C -0.48715 0.21206 -0.67922 0.93 0.26 0.08
C -1.74410 0.34586 -1.33641 -0.72 -0.05 -0.19
C -2.82300 -0.26422 -0.79390 0.27 0.57 -0.76
C -2.73106 -1.03360 0.40983 0.47 -0.38 0.74
C -1.56483 -1.20165 1.07547 -0.79 -0.25 0.13
C -0.39125 -0.58139 0.55420 0.89 0.40 -0.19
N 0.80282 -0.61363 1.05116 -0.43 -0.44 0.54
H 1.70975 1.93470 1.38625 -0.03 0.05 0.03
H 3.09498 1.77024 0.28361 0.03 0.04 -0.01
H 2.98905 0.76330 1.74421 0.03 -0.02 0.01
H 1.10963 1.30228 -1.72795 0.01 0.14 -0.22
H -1.80952 0.92567 -2.24506 -0.10 0.02 -0.08
H -3.79024 -0.18262 -1.26787 -0.04 0.04 -0.08
H -3.63678 -1.49005 0.78255 -0.02 -0.06 0.08
H -1.49084 -1.78212 1.98098 -0.04 -0.07 0.09
```
Positions in Å, forces in eV/Å.

HOMO-LUMO gap (alpha / beta)	0.282 / 0.282	hartree
strongest force on any atom	0.99	eV/A
LUMO (alpha / beta)	-0.97 / -0.97	eV
2S+1	1
net charge	0
SMILES	C[C@]1(C#N)C=c2ccccc2=N1

***

Entry 3:
Entry from the Open Molecules 2025 dataset: a molecular structure, C44H40CsF6N13O7S2Te in a non-equilibrium geometry (wB97M-V/def2-TZVPD).

Structure (XYZ):
```
114
Properties=species:S:1:pos:R:3:forces:R:3
Cs 1.35750 -0.43512 0.15751 -0.11 0.28 0.28
C -2.27623 -2.87628 5.03250 0.99 0.38 0.31
C -2.90177 -2.74580 3.79827 -0.27 0.62 -1.24
N -2.95659 -1.62254 3.08944 0.04 -0.27 0.45
C -2.51154 -0.47436 3.66814 -0.05 -0.79 1.49
C -1.96138 -0.49723 5.00982 -0.57 0.45 -0.52
C -1.71250 -1.75692 5.59267 -0.04 -0.38 0.17
C -1.79691 0.70350 5.73097 0.35 0.68 -0.15
C -2.20031 1.91283 5.15896 0.10 -1.05 0.24
C -2.65094 1.95910 3.84477 -0.66 -0.46 0.11
C -2.68686 0.79689 3.01672 1.39 0.82 -0.46
N -2.54871 0.88313 1.67917 -1.18 0.42 -0.36
C -3.19894 1.87119 1.00582 -0.51 -0.60 -0.23
C -4.58247 2.14832 1.17310 1.10 -0.40 1.06
C -5.28356 3.15436 0.53159 0.17 0.30 -0.57
C -4.65737 3.92209 -0.42621 -0.50 0.07 -0.11
C -3.29023 3.71461 -0.69221 0.17 -1.83 1.30
C -2.58055 4.56521 -1.50919 1.32 0.50 -0.95
C -1.25319 4.30763 -1.80444 -0.62 -0.14 0.66
C -0.67063 3.15863 -1.24296 -0.33 -0.37 -0.09
N -1.27731 2.36821 -0.36208 1.00 0.05 -0.90
C -2.54626 2.61558 -0.04127 -1.16 1.63 -0.59
H -2.09478 -3.85772 5.44016 -0.10 -0.15 0.14
H -3.30860 -3.63197 3.30764 -0.02 0.09 0.09
H -1.06893 -1.81777 6.48011 -0.50 0.03 -0.19
H -1.34053 0.68494 6.71968 -0.16 -0.06 -0.12
H -2.12770 2.81524 5.75903 -0.04 0.05 -0.16
H -2.99446 2.89293 3.42049 0.28 0.10 -0.13
H -5.03321 1.56625 1.95987 -0.39 -0.10 0.11
H -6.31982 3.34548 0.79580 0.00 -0.15 -0.13
H -5.20526 4.62407 -1.05690 0.12 0.11 0.38
H -3.08002 5.44261 -1.89914 -0.04 0.08 -0.14
H -0.63695 4.98798 -2.37229 -0.06 0.02 -0.28
H 0.31946 2.87539 -1.59148 0.01 -0.04 0.44
N -2.26023 -4.90831 0.11386 0.52 0.10 -0.41
C -1.47525 -5.37292 -0.95551 -0.12 0.68 0.47
C -0.48735 -4.42180 -1.12040 -1.19 -0.22 0.44
N -0.64315 -3.40743 -0.19977 -0.76 -0.27 0.22
C -1.70891 -3.72393 0.52349 0.55 -0.67 -0.97
H -3.06012 -5.38619 0.54478 0.83 0.49 -0.43
H -1.76129 -6.27104 -1.48230 0.28 0.09 0.04
H 0.31466 -4.33811 -1.82851 -0.07 -0.35 -0.23
H -2.10685 -3.15811 1.32967 -0.16 0.45 0.45
N 5.42651 -3.79471 3.02053 1.17 -0.32 -0.86
N 5.31325 -2.63738 2.24141 -1.30 4.18 -0.89
N 5.66320 -2.48068 0.94513 -0.14 0.20 1.11
C 5.45492 -1.16191 0.69935 -0.43 -0.65 1.45
N 4.94832 -0.50570 1.80146 0.53 -2.48 -0.19
N 4.84388 -1.40668 2.75645 1.13 -1.81 -0.53
H 5.57270 -4.62181 2.42551 -0.42 0.84 0.24
H 4.71762 -3.94879 3.73076 -0.37 0.63 -0.71
H 5.62333 -0.62202 -0.24438 -0.09 -0.69 0.48
Te -1.99619 -0.72646 -2.02363 -0.48 0.26 -0.45
C -2.16950 -2.27812 -3.51194 -0.39 -0.33 0.17
C -3.35824 -3.04239 -3.65715 0.65 0.54 0.34
C -3.58060 -3.79463 -4.79697 -0.68 0.02 -0.12
C -2.63211 -3.84968 -5.81772 0.60 0.22 0.81
C -1.38709 -3.25780 -5.59134 -0.24 0.46 0.54
C -1.14604 -2.47986 -4.42951 0.28 0.19 -0.89
C -2.85327 0.79025 -3.36000 0.59 -0.75 0.18
C -4.16299 1.22448 -3.21065 0.11 0.53 -0.40
C -4.70117 2.11881 -4.15204 -0.37 0.07 0.14
C -4.00670 2.51348 -5.29956 0.43 -0.69 1.12
C -2.66864 2.09716 -5.38353 0.02 0.56 -0.74
C -2.08395 1.27594 -4.42237 -0.01 0.03 -0.14
H -4.10249 -3.04797 -2.86084 0.11 0.28 -0.24
H -4.57071 -4.26616 -4.91165 0.65 0.06 0.00
H -2.85579 -4.37985 -6.72644 0.09 -0.11 -0.24
H -0.60241 -3.30048 -6.33120 0.05 -0.17 -0.15
H -0.16119 -1.95485 -4.32894 -1.08 -0.53 -0.03
H -4.75605 0.91220 -2.35796 0.05 0.05 -0.04
H -5.68551 2.54255 -3.94151 0.11 -0.28 -0.21
H -4.49609 3.12004 -6.05986 0.31 0.00 0.20
H -2.06348 2.47689 -6.22096 -0.20 -0.34 0.39
H -1.02237 1.01048 -4.51641 -0.54 0.06 0.07
F 0.82666 -3.66398 5.46473 1.03 0.86 -1.22
C 1.71620 -3.07157 4.59527 0.58 -0.28 1.24
F 1.92541 -1.78255 5.01386 -0.57 -1.84 -0.89
F 2.89626 -3.74180 4.72280 -0.27 0.34 0.69
S 1.32070 -3.31649 2.79824 0.83 1.77 -1.21
O 0.03277 -2.72891 2.67316 -0.56 0.55 0.18
O 2.42687 -2.66288 2.10243 -0.77 -0.53 0.60
N 1.25532 -4.81929 2.59327 0.38 -2.05 -0.88
S 1.96407 -6.10069 1.93008 -0.88 0.07 1.10
O 0.87673 -7.04754 1.77538 1.22 0.29 -0.11
O 3.17522 -6.44312 2.64155 -0.37 -0.12 -0.26
C 2.65342 -5.95307 0.12244 -0.44 0.22 -0.09
F 4.00179 -5.91104 0.11226 -1.08 -0.05 0.01
F 2.17422 -4.83429 -0.44263 0.57 -0.68 0.07
F 2.26035 -7.03853 -0.62565 0.50 1.38 0.98
C 4.15024 4.77518 2.01301 -0.02 -0.21 0.22
C 3.45012 5.27405 0.74748 0.25 -0.13 0.48
C 3.61625 4.39360 -0.49859 0.08 -0.56 -0.31
C 2.80995 5.15157 -1.61084 -0.02 0.31 0.64
C 2.76433 4.56720 -2.99653 -0.28 -1.21 0.37
C 5.10689 4.25382 -0.93008 -0.67 0.88 0.72
O 5.89063 5.20113 -0.80921 -0.60 -1.31 -0.61
N 5.44103 3.02770 -1.45456 0.89 0.39 -0.34
C 4.74505 1.80487 -1.24946 -0.46 -0.20 0.33
O 5.25799 0.74988 -1.64085 0.21 1.05 -0.21
N 3.57502 1.84863 -0.60530 -0.45 -0.66 -0.16
C 2.94590 2.96885 -0.23923 -0.42 1.12 0.32
O 1.82220 2.95439 0.30135 1.37 0.09 -0.56
H 4.23403 5.54902 2.79403 -0.17 -0.06 -0.38
H 5.17997 4.46512 1.78857 -0.26 -0.14 0.12
H 3.56871 3.95597 2.45834 0.41 -0.02 -0.17
H 3.82524 6.27887 0.54344 -0.18 -0.01 -0.28
H 2.36995 5.28892 0.92208 0.14 0.26 0.03
H 3.19886 6.18061 -1.65252 -0.05 -0.23 0.09
H 1.78287 5.22018 -1.23033 0.20 -0.06 0.12
H 3.56013 4.90800 -3.62217 0.62 0.07 -0.46
H 1.82326 4.75682 -3.47789 -0.48 0.54 -0.33
H 2.76569 3.47432 -2.93493 0.36 -0.05 -0.09
H 6.37454 2.93009 -1.85648 -0.38 0.05 0.33
```
Positions in Å, forces in eV/Å.

HOMO-LUMO gap	0.181	hartree
strongest force on any atom	4.47	eV/A
LUMO	3.43	eV
2S+1	1
net charge	-2

***

Entry 4:
Entry from the Open Molecules 2025 dataset: a molecular structure, C4H6IN in a non-equilibrium geometry (wB97M-V/def2-TZVPD).

Structure (XYZ):
```
12
Properties=species:S:1:pos:R:3:forces:R:3
C 1.95204 1.62474 -0.00802 -0.58 0.49 -0.94
C 0.81946 2.06613 -0.07089 4.11 -1.12 0.32
C -0.20109 -1.54521 0.70493 1.16 -0.12 3.00
C 0.38082 -0.79678 -0.49198 -4.55 -1.84 2.80
N -0.87997 -1.22136 -0.44723 2.46 2.06 -3.33
I -3.44818 0.50814 -0.42031 -0.02 0.09 0.16
H 2.90628 1.15985 -0.31434 -0.91 0.67 0.96
H -1.95479 -0.69335 -0.46112 -0.19 0.28 -0.66
H -0.08732 2.45068 -0.32342 -2.26 0.86 -0.05
H 0.06487 -2.59211 0.79415 0.00 0.03 0.48
H -0.61727 -1.00040 1.64819 1.19 -0.94 -1.52
H 1.06515 0.03968 -0.60995 -0.40 -0.45 -1.22
```
Positions in Å, forces in eV/Å.

HOMO-LUMO gap	0.260	hartree
strongest force on any atom	5.65	eV/A
LUMO	-1.32	eV
2S+1	1
net charge	0

***

Entry 5:
Entry from the Open Molecules 2025 dataset: a molecular structure, C31H43N13OPS2Ta in a non-equilibrium geometry (wB97M-V/def2-TZVPD).

Structure (XYZ):
```
92
Properties=species:S:1:pos:R:3:forces:R:3
Ta -0.14169 0.66452 0.77752 0.61 -0.16 1.48
C 0.58551 -4.95191 2.60245 -1.49 0.66 -0.06
N 0.38207 -3.76174 1.70157 0.63 -0.95 0.76
C 0.19621 -3.87624 0.37297 -0.42 -0.14 -1.08
C 0.04511 -2.59775 -0.10165 1.16 -0.27 -0.53
N 0.25069 -1.71046 0.90760 -0.63 0.43 0.85
C 0.42546 -2.45969 2.00701 0.27 0.61 0.73
P 0.52133 -1.83986 3.74296 -0.16 -0.31 -0.76
C -1.06577 -1.01481 3.54185 -0.38 0.10 0.27
N -1.41242 -0.20796 2.52031 0.58 0.94 0.00
C -2.72020 0.10366 2.74491 -0.98 -1.55 0.93
C -3.19691 -0.60468 3.82968 0.03 1.50 -1.67
N -2.14095 -1.25437 4.32231 0.54 -1.28 1.66
C -2.14360 -2.01908 5.64109 0.83 1.98 -0.37
C 1.60230 -0.42988 3.40608 0.88 0.58 0.79
N 1.77916 0.25783 2.26808 -0.32 0.13 -0.22
C 2.95925 1.00001 2.41384 -0.07 -1.18 -0.19
C 3.45047 0.72822 3.66275 0.38 0.80 -0.40
N 2.59632 -0.10677 4.30470 -0.13 0.50 -1.03
C 2.85285 -0.53543 5.67782 -0.51 -0.44 0.37
H 1.48802 -4.84017 3.17638 0.33 0.06 0.15
H 0.64505 -5.82387 1.94984 -0.02 0.09 0.26
H -0.31065 -5.02108 3.27433 0.91 -0.14 -0.61
H 0.21179 -4.84435 -0.13612 -0.13 0.55 0.23
H 0.10704 -2.24922 -1.11109 -0.55 -0.14 -0.37
H -3.37044 0.58217 2.07931 -0.42 0.66 -0.78
H -4.22826 -0.64985 4.11166 -0.11 -0.23 0.68
H -1.45328 -2.84249 5.55668 0.13 -0.11 0.31
H -3.11564 -2.32091 5.91734 -1.26 -0.71 -0.45
H -1.93373 -1.27677 6.44150 0.60 -0.60 -0.54
H 3.52348 1.37546 1.55164 -0.59 0.25 0.55
H 4.37947 1.06475 4.10651 -0.19 -0.05 0.05
H 2.47040 -1.52845 5.76716 -0.20 -0.76 0.24
H 2.39022 0.06102 6.47824 0.07 0.22 -0.69
H 3.91533 -0.58684 5.82718 0.43 0.10 0.05
C 0.90811 3.76176 1.86463 -0.13 0.09 -1.61
C 1.32854 3.46801 0.44173 -0.29 -0.61 -0.77
N 0.25006 2.70025 -0.31578 -0.01 0.52 0.08
C -0.72127 3.78217 -0.68551 0.53 1.75 0.31
C -2.15843 3.37168 -0.51497 0.19 -1.74 -0.54
S -2.39866 2.37722 0.95999 0.93 0.37 0.89
C -2.11724 3.41892 2.44991 -1.36 2.01 0.53
C -0.91575 3.08029 3.31488 -0.01 -0.45 -1.74
N 0.23885 2.62016 2.45268 -0.74 -0.84 1.54
H 0.37844 4.67486 1.98822 -1.34 0.57 -0.30
H 1.76891 4.06094 2.36370 1.98 -0.10 1.19
H 2.12440 2.77586 0.47254 1.29 -0.49 0.05
H 1.64255 4.35545 -0.12481 -0.15 -0.19 0.22
H 0.59855 2.33174 -1.21963 0.03 0.46 1.01
H -0.31662 4.16684 -1.68861 -1.43 -0.31 1.21
H -0.56949 4.61538 0.07394 -0.13 -0.85 -1.18
H -2.45116 2.54469 -1.17776 0.00 0.60 -0.65
H -2.92594 4.12271 -0.54374 -0.07 0.59 -0.17
H -3.01176 3.22460 3.07254 0.30 0.02 -0.34
H -2.21863 4.56033 2.29134 0.30 -1.85 -0.53
H -1.20022 2.25091 3.90807 -0.03 -0.88 0.80
H -0.66117 3.91228 3.96707 0.23 0.09 -0.07
H 0.84333 2.18732 3.15873 0.19 0.15 -0.60
C -0.19925 2.94143 -4.97619 0.05 -0.76 -0.47
C 0.72621 1.76474 -5.39745 -2.24 0.76 -0.46
C 1.93178 1.59104 -4.61246 2.55 0.49 0.42
N 1.69572 1.47562 -3.14298 0.32 1.39 -0.45
C 1.64522 0.40070 -2.46031 -0.32 -1.15 0.98
S 1.94587 0.29224 -0.68930 0.16 0.21 -0.09
N 1.48271 -0.77953 -3.10576 -1.06 -0.26 0.13
C 0.20662 -1.14747 -3.77963 0.25 -0.94 -0.88
O -0.72444 -0.39180 -3.88161 0.57 0.44 0.95
C 0.17843 -2.53574 -4.29601 -0.75 0.80 -0.58
C 1.28751 -3.29396 -4.64207 0.72 1.00 0.67
C 1.18735 -4.52507 -5.20867 0.35 -1.26 0.42
C -0.05950 -5.04191 -5.41450 -1.78 -0.47 -0.85
C -1.20969 -4.25645 -5.18678 0.12 -0.76 -0.32
C -1.10924 -2.98466 -4.67471 0.49 -0.34 0.83
H -0.89625 3.08423 -5.81428 0.03 0.10 0.46
H 0.36475 3.86804 -4.87721 -0.06 0.13 0.25
H -0.80059 2.68673 -4.07557 0.42 0.29 -0.38
H 1.00372 1.92417 -6.42842 0.23 -0.09 -0.34
H 0.12974 0.87535 -5.33321 -0.20 -0.33 -0.46
H 2.54243 2.53696 -4.67155 -0.24 -1.08 -0.08
H 2.55073 0.70482 -4.92096 -0.54 0.85 0.32
H 1.85592 2.36146 -2.68000 0.05 -0.23 0.22
H 1.74962 -1.54322 -2.50874 0.36 -0.47 -0.02
H 2.29052 -2.95132 -4.50409 0.45 0.55 0.35
H 2.08005 -5.13199 -5.30919 -0.08 0.13 -0.45
H -0.25922 -6.03846 -5.84570 0.53 0.53 0.38
H -2.14929 -4.74133 -5.43648 -0.08 0.46 0.11
H -1.96169 -2.36190 -4.43171 -0.06 -0.17 -0.31
N -1.26447 0.06016 -0.61248 0.56 0.47 0.44
C -2.18610 -0.24002 -1.35144 -0.53 -0.06 -0.43
N -3.15243 -0.39622 -2.00996 0.61 -0.02 -0.07
C -3.93651 -1.24002 -2.63999 -2.19 -0.40 0.04
N -4.90553 -1.81398 -2.92419 1.20 0.14 -0.26
```
Positions in Å, forces in eV/Å.

HOMO-LUMO gap	0.206	hartree
strongest force on any atom	2.63	eV/A
LUMO	-12.39	eV
2S+1	1
net charge	+4

***

Among the records above, which one has the lowest strongest force on any atom?
C10H8N2

***

Number 3 is which compound?
C44H40CsF6N13O7S2Te